This record from the OMol25 dataset describes a structure of composition C6H12AlF3NO10S2 at a distorted geometry. The level of theory is ωB97M-V/def2-TZVPD.

XYZ file:
```
35
C6H12AlF3NO10S2 (ωB97M-V/def2-TZVPD)
Al -1.000 0.604 -2.191
N -3.098 -1.122 -1.273
S -3.282 -2.442 -0.536
O -3.320 -3.763 -1.217
O -3.890 -2.368 0.767
F -1.831 -2.315 0.011
S -4.743 -1.142 -1.643
O -5.670 -0.503 -0.714
O -5.289 -2.194 -2.505
F -4.583 0.099 -2.667
F -0.198 3.379 -1.701
C 3.725 2.320 -2.228
O 3.881 1.322 -1.156
C 2.925 0.544 -0.797
O 1.809 0.439 -1.247
O 3.455 -0.261 0.114
C 2.791 -1.410 0.613
H 4.329 3.199 -2.000
H 2.670 2.502 -2.433
H 4.103 1.914 -3.166
H 3.331 -2.092 1.269
H 2.481 -2.046 -0.217
H 1.868 -1.107 1.106
C -0.847 -1.612 2.756
O -0.509 -0.224 2.845
C -0.141 0.517 1.800
O -0.260 0.156 0.624
O 0.489 1.584 2.229
C 0.783 2.743 1.489
H -0.130 -2.096 2.094
H -1.888 -1.730 2.456
H -0.795 -2.061 3.748
H 1.555 2.493 0.761
H 1.324 3.486 2.075
H -0.045 3.185 0.935
```

For the HOMO-LUMO gap (alpha / beta), the calculation gives 0.3104 / 0.1529 hartree. Its HOMO energy (alpha / beta) is -0.36836 / -0.36779 Ha. Its spin multiplicity is 2. The total energy is -2381.13631 Eh. As for the total charge: 0.